# 1
Formula: C15H23BCeN6Si
Source: the OMol25 dataset
Level of theory: ωB97M-V/def2-TZVPD

Last column: Löwdin charge in e.
Atoms and positions in Å:
Ce  -0.67163  -0.57371  -0.13634  1.34
Si  -0.01149  0.05939  5.13992  0.43
N  0.09327  1.62579  -0.88308  -0.09
N  -0.69347  0.10550  -3.27745  0.05
N  1.66537  -0.37568  -2.55580  0.01
N  0.62312  1.89945  -2.13599  -0.01
N  -1.37646  -0.42038  -2.15664  -0.17
N  1.31523  -1.00676  -1.36423  -0.11
C  0.01505  -1.71337  5.73537  -0.18
C  -1.49009  0.02607  -4.34673  0.02
C  -2.70376  -0.55558  -3.98355  0.02
C  2.29625  -1.91182  -1.08437  -0.07
C  2.82363  -0.88833  -3.00047  0.00
C  -1.52315  0.93098  5.80977  -0.18
C  0.90433  3.20977  -2.22266  -0.01
C  -1.81169  -2.39758  0.66253  -0.07
C  0.08019  2.78973  -0.18864  -0.08
C  -0.13167  0.07240  3.29948  -0.09
C  -2.61637  -0.83071  -2.61938  -0.04
C  3.25853  -1.86636  -2.10245  0.00
C  -0.21392  0.10002  2.05566  -0.19
C  0.57139  3.81706  -1.00731  0.00
C  1.54866  0.93418  5.67047  -0.17
B  0.73410  0.72363  -3.16143  -0.44
H  -1.91287  -1.19974  1.13163  0.05
H  0.90854  -2.23997  5.37777  0.04
H  2.43908  0.41737  5.29142  0.04
H  0.66641  4.85410  -0.74249  0.11
H  -0.26073  2.79658  0.84074  0.12
H  1.15042  1.11479  -4.20792  0.13
H  -3.54211  -0.75331  -4.62848  0.13
H  -2.37286  -2.90333  1.44482  0.11
H  2.24740  -2.51446  -0.18406  0.13
H  3.24458  -0.52340  -3.92616  0.15
H  1.31252  3.60776  -3.14078  0.14
H  -0.77351  -2.80319  0.68725  0.10
H  -2.30429  -2.51936  -0.32078  0.08
H  4.14749  -2.46521  -2.17295  0.12
H  1.61064  0.96711  6.76537  0.05
H  -3.33052  -1.27396  -1.94117  0.13
H  -1.54994  1.97795  5.48376  0.04
H  1.57048  1.96378  5.29296  0.04
H  -2.43965  0.44604  5.45119  0.04
H  -1.12353  0.39452  -5.29255  0.16
H  0.01411  -1.74960  6.83192  0.05
H  -1.52965  0.91083  6.90626  0.05
H  -0.86313  -2.26369  5.37538  0.03

Kohn-Sham gap: 6.316 eV
HOMO level: -0.5608 Ha
multiplicity: 1
net charge: +2
energy relative to the best compared isomer or geometry (same formula, charge and spin): 0.0 kcal/mol

=====

# 2
Formula: C12H22BiI2O4S2Ti
Source: the OMol25 dataset
Level of theory: ωB97M-V/def2-TZVPD

Last column: Löwdin charge in e.
Atoms and positions in Å:
Bi  0.20393  1.11714  -1.29689  0.73
I  -0.02464  -2.52412  2.33895  1.01
I  -0.04884  0.92882  -4.01708  0.74
Ti  0.13081  -0.21100  1.14829  0.09
S  -1.52503  -0.62874  -0.65802  0.64
S  1.43273  -1.06300  -0.82528  0.62
O  2.51837  0.81331  2.94432  0.26
O  2.83950  3.03092  -1.46384  0.30
O  -1.51624  3.85853  -1.15412  0.31
O  -1.12171  0.88201  2.33763  -0.27
C  3.90598  0.07300  -0.05736  -0.06
C  -3.44263  1.31721  0.09625  -0.06
C  -3.71721  -1.15029  0.57338  -0.09
C  -3.23760  -0.10254  -0.41042  -0.87
C  1.66724  0.52943  2.19189  -0.08
C  -1.22673  0.23769  3.70478  -0.03
C  1.92092  2.32465  -1.33834  -0.18
C  3.56619  -0.84702  -2.39161  -0.08
C  3.53742  -2.39032  -0.39536  -0.10
C  -3.81147  -0.29262  -1.79496  -0.09
C  3.25064  -1.00063  -0.91330  -0.86
C  -0.91556  2.86806  -1.07201  -0.18
H  -1.87835  -0.60311  3.57609  0.06
H  -4.28235  1.29971  0.81002  0.13
H  -4.79303  -0.99976  0.72509  0.13
H  4.65452  -0.94300  -2.50871  0.13
H  -3.33226  0.36868  -2.53347  0.08
H  -4.87806  -0.05548  -1.75480  0.13
H  -3.21449  -1.08117  1.55439  0.07
H  4.23588  -0.36030  0.90173  0.11
H  3.25794  0.12648  -2.79852  0.07
H  -3.69265  -1.33001  -2.13602  0.11
H  -3.72774  1.98242  -0.73573  0.11
H  -0.21939  -0.02916  4.00567  0.06
H  -3.55586  -2.16721  0.18591  0.11
H  3.15116  -2.53503  0.62414  0.08
H  -1.64570  0.99068  4.32759  0.12
H  3.28179  0.94251  0.14041  0.02
H  3.07983  -1.63362  -2.98779  0.11
H  -2.57865  1.74635  0.61451  0.04
H  -0.76796  1.77794  2.45796  0.13
H  4.80472  0.42074  -0.59305  0.13
H  3.09285  -3.15867  -1.04180  0.11
H  4.62170  -2.52949  -0.38053  0.14

Kohn-Sham gap (spin up / spin down): 5.863 / 5.573 eV
HOMO level (spin up / spin down): -0.8049 / -0.8214 Ha
multiplicity: 2
net charge: +4
⟨S²⟩: 1.185

=====

# 3
Formula: C15H31N4O3
Source: the OMol25 dataset
Level of theory: ωB97M-V/def2-TZVPD

Last column: Löwdin charge in e.
Atoms and positions in Å:
O  -2.04220  1.12665  1.22064  0.07
O  -2.45780  0.27721  -3.39750  0.02
O  0.28146  -0.60431  2.87743  0.07
N  -2.69770  0.03918  -1.18738  0.13
N  -0.84284  -1.41735  -4.88873  0.20
N  0.51674  0.91907  4.53745  0.04
N  0.14724  1.14711  0.86388  0.12
C  -1.07458  0.79602  0.52375  -0.45
C  -0.91565  -2.78815  -4.35664  -0.13
C  0.51474  1.65893  2.20637  -0.17
C  -1.20730  -2.76452  -2.81850  -0.16
C  4.40539  2.28091  1.99425  -0.07
C  0.44307  0.03157  5.69798  -0.04
C  -4.68239  0.29305  -2.59662  0.02
C  -3.16785  0.24955  -2.43699  -0.55
C  0.44367  0.54135  3.26318  -0.47
C  -1.25050  0.04466  -0.79903  -0.17
C  -0.12888  -2.02160  -1.97841  -0.18
C  3.16549  1.41362  2.07708  -0.43
C  1.91149  2.34885  2.11760  -0.11
C  -0.68642  -1.38720  -0.68115  -0.11
C  3.11443  0.37446  0.98846  -0.08
H  4.06691  -0.21747  1.00839  0.10
H  0.60684  1.87977  4.73949  0.13
H  -3.33890  0.11189  -0.37825  0.16
H  -1.55541  -0.80621  -4.46054  0.11
H  0.91133  0.91378  0.27611  0.10
H  -0.66248  0.58117  -1.58179  0.16
H  0.62199  -2.76106  -1.73232  0.11
H  -4.94135  1.36388  -2.73283  0.10
H  -0.97935  -1.39615  -5.86213  0.15
H  0.16376  -1.35947  0.03592  0.12
H  -1.44751  -2.05740  -0.28526  0.13
H  -4.96406  -0.20079  -3.52948  0.09
H  0.03512  -3.34434  -4.46518  0.14
H  -5.19439  -0.10695  -1.70964  0.09
H  1.06830  0.44099  6.48019  0.09
H  3.15200  0.87517  3.03497  0.14
H  4.42515  2.73074  1.03173  0.07
H  1.89320  3.00111  1.23953  0.12
H  4.41773  3.00990  2.77002  0.08
H  2.02007  3.02816  2.94982  0.11
H  -2.18560  -2.31449  -2.61142  0.10
H  5.25477  1.60362  2.06526  0.09
H  0.38024  -1.31995  -2.56955  0.08
H  3.06795  0.90213  0.02091  0.09
H  -0.23458  2.40704  2.49619  0.15
H  -0.57792  -0.11169  5.98449  0.08
H  0.78907  -0.98396  5.47218  0.09
H  0.04717  -1.00000  -4.67180  0.16
H  -1.69853  -3.31842  -4.87527  0.13
H  2.26813  -0.32997  1.01728  0.06
H  -1.19926  -3.78005  -2.38413  0.13

Kohn-Sham gap: 9.060 eV
HOMO level: -0.4347 Ha
multiplicity: 1
net charge: +1
energy relative to the best compared isomer or geometry (same formula, charge and spin): 15.1 kcal/mol

=====

# 4
Formula: C14H24N7O4S2Zr
Source: the OMol25 dataset
Level of theory: ωB97M-V/def2-TZVPD

Last column: Löwdin charge in e.
Atoms and positions in Å:
Zr  -1.24678  0.74162  -0.04068  1.47
S  -2.50354  -0.35572  -2.05475  0.62
S  -1.50959  -1.41331  1.40220  0.66
O  7.36280  0.49402  -1.12501  0.13
O  7.37685  1.00285  0.97229  0.13
O  0.48404  0.38405  -1.09099  -0.19
O  0.48608  1.07947  0.98728  -0.19
N  -0.21713  -3.71315  1.69974  0.06
N  -1.33438  2.77545  -1.10308  -0.07
N  -4.25755  -1.90324  -0.64206  0.15
N  -3.02705  1.62476  1.10217  -0.09
N  -0.09279  -3.02664  -0.36068  0.07
N  -4.69121  -1.51692  -2.85745  0.16
N  6.83417  0.68578  -0.05718  -0.34
C  -0.97930  3.83274  -0.06760  -0.18
C  5.33721  0.69880  -0.05058  -0.07
C  -3.93159  -1.35134  -1.79429  -0.79
C  4.69254  0.35916  -1.22663  0.05
C  2.63347  0.69894  -0.04499  -0.14
C  3.32183  1.04756  1.13000  0.05
C  4.70118  1.04453  1.12777  0.05
C  -0.54908  -2.77173  0.84563  -0.72
C  1.21683  0.71754  -0.04797  -0.47
C  -2.08398  3.96330  0.96991  -0.16
C  3.31446  0.35550  -1.22592  0.05
C  0.51592  -4.82543  1.04699  -0.05
C  0.65736  -4.30747  -0.40814  -0.06
C  -2.34061  2.75222  1.86370  -0.19
H  2.76912  0.10080  -2.12438  0.13
H  -4.45933  -1.05866  -3.72630  0.13
H  -5.06845  -2.50111  -0.55702  0.15
H  -0.45879  -3.67873  2.67853  0.16
H  -3.57612  -1.91501  0.11070  0.02
H  -0.81527  4.78523  -0.56230  0.14
H  -1.82491  4.79770  1.62193  0.14
H  -3.02110  4.25382  0.48271  0.13
H  -5.52229  -2.09303  -2.84134  0.15
H  1.68974  -4.12037  -0.68664  0.13
H  -3.42603  0.97771  1.78477  0.11
H  -0.06521  -5.74006  1.11488  0.13
H  -3.83262  2.01403  0.61412  0.12
H  -0.33225  -2.47078  -1.17188  0.13
H  5.27266  0.11426  -2.10396  0.14
H  1.47493  -4.97635  1.53231  0.13
H  -2.96776  3.03942  2.70250  0.14
H  5.28572  1.30017  1.99985  0.14
H  -2.19953  3.05876  -1.56296  0.12
H  2.78147  1.31077  2.02923  0.14
H  0.21117  -4.97789  -1.13606  0.13
H  -0.04163  3.54731  0.40369  0.12
H  -1.41097  2.36566  2.29299  0.12
H  -0.63267  2.79304  -1.84503  0.12

Kohn-Sham gap: 7.274 eV
HOMO level: -0.6441 Ha
multiplicity: 1
net charge: +3
energy relative to the best compared isomer or geometry (same formula, charge and spin): 9.9 kcal/mol

=====

Copy entry 2 word for word.
Formula: C12H22BiI2O4S2Ti
Source: the OMol25 dataset
Level of theory: ωB97M-V/def2-TZVPD

Last column: Löwdin charge in e.
Atoms and positions in Å:
Bi  0.20393  1.11714  -1.29689  0.73
I  -0.02464  -2.52412  2.33895  1.01
I  -0.04884  0.92882  -4.01708  0.74
Ti  0.13081  -0.21100  1.14829  0.09
S  -1.52503  -0.62874  -0.65802  0.64
S  1.43273  -1.06300  -0.82528  0.62
O  2.51837  0.81331  2.94432  0.26
O  2.83950  3.03092  -1.46384  0.30
O  -1.51624  3.85853  -1.15412  0.31
O  -1.12171  0.88201  2.33763  -0.27
C  3.90598  0.07300  -0.05736  -0.06
C  -3.44263  1.31721  0.09625  -0.06
C  -3.71721  -1.15029  0.57338  -0.09
C  -3.23760  -0.10254  -0.41042  -0.87
C  1.66724  0.52943  2.19189  -0.08
C  -1.22673  0.23769  3.70478  -0.03
C  1.92092  2.32465  -1.33834  -0.18
C  3.56619  -0.84702  -2.39161  -0.08
C  3.53742  -2.39032  -0.39536  -0.10
C  -3.81147  -0.29262  -1.79496  -0.09
C  3.25064  -1.00063  -0.91330  -0.86
C  -0.91556  2.86806  -1.07201  -0.18
H  -1.87835  -0.60311  3.57609  0.06
H  -4.28235  1.29971  0.81002  0.13
H  -4.79303  -0.99976  0.72509  0.13
H  4.65452  -0.94300  -2.50871  0.13
H  -3.33226  0.36868  -2.53347  0.08
H  -4.87806  -0.05548  -1.75480  0.13
H  -3.21449  -1.08117  1.55439  0.07
H  4.23588  -0.36030  0.90173  0.11
H  3.25794  0.12648  -2.79852  0.07
H  -3.69265  -1.33001  -2.13602  0.11
H  -3.72774  1.98242  -0.73573  0.11
H  -0.21939  -0.02916  4.00567  0.06
H  -3.55586  -2.16721  0.18591  0.11
H  3.15116  -2.53503  0.62414  0.08
H  -1.64570  0.99068  4.32759  0.12
H  3.28179  0.94251  0.14041  0.02
H  3.07983  -1.63362  -2.98779  0.11
H  -2.57865  1.74635  0.61451  0.04
H  -0.76796  1.77794  2.45796  0.13
H  4.80472  0.42074  -0.59305  0.13
H  3.09285  -3.15867  -1.04180  0.11
H  4.62170  -2.52949  -0.38053  0.14

Kohn-Sham gap (spin up / spin down): 5.863 / 5.573 eV
HOMO level (spin up / spin down): -0.8049 / -0.8214 Ha
multiplicity: 2
net charge: +4
⟨S²⟩: 1.185

=====

Copy entry 3 word for word.
Formula: C15H31N4O3
Source: the OMol25 dataset
Level of theory: ωB97M-V/def2-TZVPD

Last column: Löwdin charge in e.
Atoms and positions in Å:
O  -2.04220  1.12665  1.22064  0.07
O  -2.45780  0.27721  -3.39750  0.02
O  0.28146  -0.60431  2.87743  0.07
N  -2.69770  0.03918  -1.18738  0.13
N  -0.84284  -1.41735  -4.88873  0.20
N  0.51674  0.91907  4.53745  0.04
N  0.14724  1.14711  0.86388  0.12
C  -1.07458  0.79602  0.52375  -0.45
C  -0.91565  -2.78815  -4.35664  -0.13
C  0.51474  1.65893  2.20637  -0.17
C  -1.20730  -2.76452  -2.81850  -0.16
C  4.40539  2.28091  1.99425  -0.07
C  0.44307  0.03157  5.69798  -0.04
C  -4.68239  0.29305  -2.59662  0.02
C  -3.16785  0.24955  -2.43699  -0.55
C  0.44367  0.54135  3.26318  -0.47
C  -1.25050  0.04466  -0.79903  -0.17
C  -0.12888  -2.02160  -1.97841  -0.18
C  3.16549  1.41362  2.07708  -0.43
C  1.91149  2.34885  2.11760  -0.11
C  -0.68642  -1.38720  -0.68115  -0.11
C  3.11443  0.37446  0.98846  -0.08
H  4.06691  -0.21747  1.00839  0.10
H  0.60684  1.87977  4.73949  0.13
H  -3.33890  0.11189  -0.37825  0.16
H  -1.55541  -0.80621  -4.46054  0.11
H  0.91133  0.91378  0.27611  0.10
H  -0.66248  0.58117  -1.58179  0.16
H  0.62199  -2.76106  -1.73232  0.11
H  -4.94135  1.36388  -2.73283  0.10
H  -0.97935  -1.39615  -5.86213  0.15
H  0.16376  -1.35947  0.03592  0.12
H  -1.44751  -2.05740  -0.28526  0.13
H  -4.96406  -0.20079  -3.52948  0.09
H  0.03512  -3.34434  -4.46518  0.14
H  -5.19439  -0.10695  -1.70964  0.09
H  1.06830  0.44099  6.48019  0.09
H  3.15200  0.87517  3.03497  0.14
H  4.42515  2.73074  1.03173  0.07
H  1.89320  3.00111  1.23953  0.12
H  4.41773  3.00990  2.77002  0.08
H  2.02007  3.02816  2.94982  0.11
H  -2.18560  -2.31449  -2.61142  0.10
H  5.25477  1.60362  2.06526  0.09
H  0.38024  -1.31995  -2.56955  0.08
H  3.06795  0.90213  0.02091  0.09
H  -0.23458  2.40704  2.49619  0.15
H  -0.57792  -0.11169  5.98449  0.08
H  0.78907  -0.98396  5.47218  0.09
H  0.04717  -1.00000  -4.67180  0.16
H  -1.69853  -3.31842  -4.87527  0.13
H  2.26813  -0.32997  1.01728  0.06
H  -1.19926  -3.78005  -2.38413  0.13

Kohn-Sham gap: 9.060 eV
HOMO level: -0.4347 Ha
multiplicity: 1
net charge: +1
energy relative to the best compared isomer or geometry (same formula, charge and spin): 15.1 kcal/mol

=====

Look up the multiplicity of the first one. 1